(1)
One molecule with the formula C5H7NO2, computed with the ωB97M-V functional and the def2-TZVPD basis.

The spin multiplicity is 1. For the HOMO-LUMO gap, the calculation gives 8.6 eV. The value obtained for the total energy is -10881.523 eV. The relative energy (zero: lowest compared OMol25 entry of this formula, charge and spin) is 2.0940 eV. Its SMILES is Nc1ccoc1CO.

Element x y z (Å)
N -1.2643 1.6150 -0.2356
C -0.9647 0.2537 -0.0447
C -1.8758 -0.8253 -0.0548
C -0.9590 -1.8638 -0.0914
O 0.2958 -1.4553 0.0642
C 0.3548 -0.1540 0.0933
C 1.7495 0.4736 0.2214
O 2.7364 -0.4446 -0.1799
H -2.0930 1.9632 0.3247
H -0.5013 2.2684 0.1403
H -2.9580 -0.7550 -0.0538
H -1.0651 -2.8745 0.1482
H 1.8575 1.3866 -0.4920
H 1.9031 0.8059 1.2980
H 2.7840 -0.3938 -1.1379

(2)
C34H34F4N7Pb as an isolated structure, computed with the ωB97M-V functional and the def2-TZVPD basis.

The spin multiplicity is 1. For the HOMO-LUMO gap, the calculation gives 7.0 eV. The value obtained for the total energy is -62352.111 eV. Its net charge is +1.

Element x y z (Å)
Pb 0.6354 -0.5370 -0.1520
C -2.5020 -2.0466 -1.0140
N -1.9251 -1.5055 0.2111
C -2.7130 -0.3413 0.6893
C -2.4898 0.8029 -0.2772
C -3.4904 1.7461 -0.4875
C -3.3019 2.7229 -1.4498
C -2.1338 2.7065 -2.1979
C -1.1881 1.7417 -1.9121
N -1.3553 0.8253 -0.9674
C -1.7913 -2.5231 1.2465
C -0.7423 -3.5473 0.9385
C -1.0339 -4.9053 1.0177
C -0.0162 -5.8302 0.8654
C 1.2666 -5.3664 0.6252
C 1.4591 -3.9997 0.5228
N 0.4868 -3.1115 0.6675
C -1.7308 -1.9085 -2.3042
C -2.3784 -2.3472 -3.4612
C -1.7274 -2.2915 -4.6771
C -0.4470 -1.7573 -4.7147
C 0.1065 -1.3199 -3.5294
N -0.5001 -1.4171 -2.3498
H -3.4870 -1.5888 -1.1984
H -2.6816 -3.1213 -0.8830
H -3.0605 -0.4879 2.6866
H -3.7914 -0.6057 0.6175
H -4.4022 1.7147 0.0888
H -4.0555 3.4748 -1.6248
H -1.9543 3.4330 -2.9740
H -0.2520 1.6934 -2.4481
H -2.7486 -3.0272 1.4490
H -1.4764 -1.9932 2.1510
H -2.0434 -5.2311 1.2129
H -0.2207 -6.8875 0.9293
H 2.0982 -6.0436 0.5271
H 2.4446 -3.6057 0.3272
H -3.3838 -2.7334 -3.3968
H -2.2032 -2.6496 -5.5757
H 0.1017 -1.6820 -5.6409
H 1.0851 -0.8682 -3.5110
C 3.3293 0.3780 -2.1703
N 2.9739 -0.8062 -1.3882
C 3.3311 -2.0029 -2.1454
C 3.6957 -0.8342 -0.1071
C 3.6185 0.4805 0.6647
N 2.2837 1.0674 0.6638
C 2.2202 2.3370 1.1107
C 1.0570 3.1167 0.9138
F -0.0231 2.5308 0.3370
C 0.9268 4.4412 1.2666
F -0.2325 5.0707 0.9895
C 1.9566 5.1310 1.8763
C 3.1048 4.3998 2.1352
F 4.1352 5.0075 2.7459
C 3.2365 3.0671 1.7892
F 4.4022 2.4799 2.1664
H 4.4117 0.4632 -2.3142
H 2.9648 1.2716 -1.6719
H 2.8610 0.3210 -3.1507
H 4.3981 -2.0068 -2.3974
H 2.7655 -2.0549 -3.0709
H 3.1076 -2.8909 -1.5611
H 4.7581 -1.0628 -0.2738
H 3.2671 -1.6363 0.4996
H 4.3343 1.1832 0.2175
H 3.9640 0.2712 1.6854
H 1.8699 6.1680 2.1363
N -2.3823 -0.0603 2.0649
C -2.0693 1.2388 2.5763
C -0.7512 1.5272 2.8942
C -0.4418 2.6964 3.5678
C -1.4449 3.5849 3.9140
C -2.7609 3.3079 3.5851
C -3.0715 2.1356 2.9229
H 0.0219 0.8213 2.6275
H 0.5814 2.9063 3.8443
H -1.2073 4.4834 4.4609
H -3.5482 3.9899 3.8698
H -4.1005 1.8966 2.6989

(3)
C3H5LiO4Yb as an isolated structure, computed with the ωB97M-V functional and the def2-TZVPD basis.

The spin multiplicity is 3. For the HOMO-LUMO gap (spin up / spin down), the calculation gives 8.8 / 3.4 eV. The value obtained for the total energy is -43065.113 eV. Its net charge is +4.

Element x y z (Å)
O -1.0037 0.2089 0.8231
C -1.5589 1.3015 0.1522
C -0.0136 -0.4317 0.3116
O -2.4549 1.9012 0.7854
O -1.1291 1.6675 -0.9386
C 0.3844 -1.6905 0.8730
Yb -2.7187 3.6224 -1.0855
H 0.5383 0.0630 -0.4984
H 0.1023 -2.3114 -0.0508
H 0.0514 -1.8293 1.9076
H 1.4882 -1.7496 0.8244
Li -3.2503 1.7496 2.5270
O -0.3477 -4.7763 0.6949
H -0.6838 -4.9594 1.5930

(4)
A 2-piece molecular cluster, C6H7NO2 overall, computed with the ωB97M-V functional and the def2-TZVPD basis.

The spin multiplicity is 1. For the HOMO-LUMO gap, the calculation gives 10.1 eV. The value obtained for the total energy is -11917.908 eV. The relative energy (zero: lowest compared OMol25 entry of this formula, charge and spin) is 2.5232 eV. Its SMILES is C/C(O)=C/C#N.C=C=O.

Element x y z (Å)
C 2.8059 -0.8362 1.0943
C 1.3484 -0.3870 1.0007
O 0.8918 -0.8936 -0.1185
C 0.7778 0.5286 1.7610
C -0.4785 0.9028 1.4111
N -1.5845 1.0781 1.1715
H 3.1725 -0.4399 2.1048
H 3.1389 -0.3978 0.1015
H 2.7984 -1.9761 1.1650
H -0.0030 -0.5842 -0.1991
H 1.1880 0.7398 2.7401
C -3.2987 0.4545 -2.6873
C -2.2107 0.3329 -1.9996
O -1.1863 0.2105 -1.4714
H -3.2996 0.2716 -3.7366
H -4.0606 0.9959 -2.3375

(5)
One molecule with the formula C14H14ClN3O2, computed with the ωB97M-V functional and the def2-TZVPD basis.

The spin multiplicity is 1. For the HOMO-LUMO gap, the calculation gives 9.4 eV. The value obtained for the total energy is -35831.232 eV. The relative energy (zero: lowest compared OMol25 entry of this formula, charge and spin) is 3.0930 eV. Its SMILES is Cc1ccc(C(=O)O/N=C/c2c(C)nn(C)c2Cl)cc1.

Element x y z (Å)
C -2.2824 -3.3688 1.0281
C -2.3447 -1.9629 0.5175
C -1.9069 -0.8999 1.2987
C -1.9663 0.3988 0.8308
C -2.4757 0.6566 -0.4383
C -2.5905 2.0383 -0.9803
O -3.5559 2.4401 -1.5726
O -1.5746 2.9075 -0.7527
N -0.3326 2.5050 -0.2889
C 0.2311 1.5380 -0.8912
C 1.5107 1.0579 -0.4764
C 2.3936 1.5642 0.5183
C 2.1797 2.7513 1.3739
N 3.4757 0.8173 0.5877
N 3.3457 -0.1632 -0.3119
C 4.3687 -1.1534 -0.4814
C 2.1812 -0.0563 -0.9748
Cl 1.7177 -1.1752 -2.1703
C -2.9476 -0.3989 -1.2144
C -2.8714 -1.6934 -0.7419
H -3.2565 -3.6623 1.4205
H -1.5528 -3.4617 1.8288
H -2.0237 -4.0600 0.2288
H -1.5116 -1.0903 2.2860
H -1.6271 1.2139 1.4539
H -0.2315 1.0129 -1.7327
H 1.9413 3.6132 0.7556
H 1.3304 2.5828 2.0326
H 3.0704 2.9435 1.9641
H 5.1633 -0.9210 0.2233
H 3.9732 -2.1497 -0.2776
H 4.7595 -1.1281 -1.4999
H -3.3626 -0.1877 -2.1886
H -3.2279 -2.5086 -1.3548

(6)
An isolated ion of composition C4H9NO2 and charge +1, computed with the ωB97M-V functional and the def2-TZVPD basis.

The spin multiplicity is 2. For the HOMO-LUMO gap (spin up / spin down), the calculation gives 11.4 / 6.6 eV. The value obtained for the total energy is -9868.868 eV. The relative energy (zero: lowest compared OMol25 entry of this formula, charge and spin) is 2.3343 eV. Its net charge is +1.

Element x y z (Å)
O -2.3696 -0.3680 1.6124
C -1.2015 -0.2533 1.7063
C -0.1299 -0.5915 0.6267
C 0.3434 0.6882 -0.1290
C 1.6200 0.4081 -0.9448
O -0.6750 1.2213 -0.9163
N -0.6992 -1.5028 -0.3862
H -0.7183 0.3320 2.5025
H 0.7293 -1.2317 0.8688
H 0.5558 1.3919 0.7056
H 1.7625 1.4250 -1.3200
H 2.4722 0.2116 -0.3014
H 1.3900 -0.3078 -1.7282
H -1.0919 1.9667 -0.4850
H -1.6439 -1.8945 -0.4655
H -0.3439 -1.4951 -1.3459